[1]
ORCA calculation (the ωB97M-V functional and the def2-TZVPD basis) on 4 unconnected molecules or ions with the total composition C42H91FN5O7.

The geometry in XYZ format:
```
146
Properties=species:S:1:pos:R:3:forces:R:3
H -0.35034 1.35294 -7.08338 0.0 0.1 0.1
H 4.75786 4.53323 10.19763 0.1 0.0 0.0
H -4.37213 -5.35646 -4.90600 -0.1 -0.3 -0.1
H -1.02529 2.92927 6.55509 0.0 0.0 0.0
H -3.13902 4.84013 9.01894 0.0 0.0 0.0
C -1.60119 3.51720 8.40676 0.2 0.0 0.0
H 3.78098 4.59308 7.93036 0.0 0.0 0.0
C -1.58128 0.45500 6.18527 -0.1 -0.1 0.1
H -5.60028 -1.83460 2.82718 -0.1 -0.1 0.0
H -0.37121 -4.12829 0.26906 0.1 0.0 0.0
H 0.12482 -3.65701 2.74164 0.1 -0.1 0.0
O -2.97528 5.05077 7.03250 0.0 0.0 -0.1
H 1.63862 -3.89750 -0.99974 0.0 -0.1 0.0
H 0.08606 0.64074 4.19253 0.1 0.0 0.0
H -1.62226 3.06693 9.40490 -0.1 0.0 0.0
C 2.23795 3.53567 9.64229 -0.1 -0.2 0.1
H 1.54956 2.69833 9.78655 0.0 0.0 0.0
H 6.92694 -1.85115 -8.89300 0.0 0.1 0.0
H -4.08610 -2.09038 -9.19931 -0.2 0.0 0.0
H 5.80259 -0.24497 -11.66180 0.0 0.0 0.0
C -4.91871 -1.62028 0.79898 -0.4 0.4 0.3
O 1.14829 -2.81235 0.69388 0.1 0.2 0.1
C -3.45212 -3.55282 -6.56668 0.1 -0.3 -0.2
H 4.98491 8.96059 10.37012 0.0 0.0 0.0
C -5.20270 -3.29095 -1.04270 -0.4 -0.2 -0.2
H 4.16312 0.35657 -11.35607 0.0 0.0 0.0
C 5.04039 -0.10861 -10.89707 0.1 0.0 0.0
H 2.88283 6.18762 10.27056 0.0 0.0 0.0
O 5.23962 7.03434 9.63350 -0.1 0.1 0.0
H 4.95637 -1.28284 -8.38518 0.0 0.0 0.0
H 2.29656 3.75407 11.76647 0.0 0.0 0.0
H -2.18236 -0.46002 6.20785 0.0 0.0 0.0
H -3.32701 -2.84761 2.91790 0.0 -0.1 0.1
H 3.23390 3.09907 9.49810 0.1 0.1 0.0
C 4.48197 5.19825 11.02715 -0.2 0.1 -0.1
C 6.41988 -1.65205 -6.02301 0.0 0.0 0.2
C 2.76867 4.98769 7.81230 -0.1 0.0 -0.1
C -2.01425 1.34085 7.33258 0.1 0.2 -0.1
H 1.72835 -0.42101 -6.21481 -0.1 0.2 -0.4
H 1.59630 -2.01750 -4.08007 0.2 0.0 0.0
C 5.34855 6.43428 10.91772 0.2 -0.1 0.0
H -2.80351 -4.77689 -1.36378 0.0 0.0 0.1
C -3.31749 -4.26074 -3.39883 0.4 -0.6 -0.1
H -1.68199 -4.11223 -5.45229 0.3 0.0 -0.3
H 8.56686 -2.26212 -8.39355 0.0 0.0 0.0
C 4.66596 1.20376 -8.93668 0.0 0.2 0.1
H 4.75795 -1.09504 -10.51233 -0.1 0.0 0.0
H -4.32826 -4.08199 -6.95028 -0.2 0.1 0.0
H -3.51986 -6.08298 -2.24420 0.0 -0.1 -0.1
C -2.59484 -0.59464 -8.83251 -0.3 0.3 0.3
H -2.57365 -3.64553 -8.51444 0.1 -0.1 -0.1
H 1.09474 -2.24204 -1.29310 -0.1 0.1 -0.1
C -3.20766 4.42244 5.79124 0.0 0.1 0.0
H -3.77504 3.47960 8.11266 0.0 0.0 -0.1
H 4.73168 8.71887 8.63217 0.0 0.0 0.0
H -5.32306 -3.64487 0.98600 0.2 -0.1 0.2
H -4.26434 -1.00650 0.18998 0.3 -0.2 -0.1
H 5.94098 0.74654 -7.30960 0.0 0.1 0.0
H 5.10356 7.15387 11.70416 -0.1 0.0 0.0
H 4.40264 -1.14482 -5.52602 0.0 0.0 0.0
O 5.59471 0.71917 -9.89442 -0.1 -0.1 0.0
H 2.52370 5.00654 6.74982 0.0 0.0 0.0
C -3.58628 -5.01013 -2.08221 0.0 0.3 0.0
H -4.23014 -1.31068 -7.63739 -0.1 0.0 0.1
N 3.06528 5.53807 11.02368 0.0 -0.1 -0.1
H 2.73904 6.01842 8.17622 0.1 0.0 0.0
N -0.43965 -0.49975 -6.15312 0.3 -0.2 0.0
C -2.94400 4.19535 8.15903 -0.1 0.0 0.2
C -4.76895 -1.38170 2.28739 0.4 0.3 0.4
N -4.77810 -3.03473 0.36911 -0.2 0.1 -0.4
F -3.47252 -3.44173 0.52199 0.1 0.0 0.1
C 4.89067 0.57482 -7.57793 0.0 -0.2 -0.1
H -0.53000 0.17090 6.28833 0.0 0.1 0.0
H 3.49663 8.18067 9.78204 0.0 0.0 0.1
N -1.14517 2.49945 7.46204 -0.2 0.0 -0.1
O -1.80976 1.07679 4.92282 0.1 0.0 -0.1
H -1.53612 -3.82726 2.28146 -0.2 0.0 -0.1
C -3.44857 -1.76200 2.96163 0.2 -0.6 -0.6
H -3.11533 -0.02552 -9.60081 0.0 0.0 -0.1
H -0.83316 4.29322 8.42837 0.0 0.0 0.0
H 1.13995 4.79668 10.95459 0.0 0.0 0.0
H -2.81547 0.23882 -6.84726 -0.1 0.2 0.1
H 4.26837 1.09476 -6.84217 0.0 0.0 0.0
C 0.83186 -0.78474 -5.74502 0.2 -0.8 1.1
H -0.80205 -2.42660 0.14094 0.0 0.1 -0.1
H -1.71186 -1.02264 -9.30381 0.1 0.0 -0.1
N 4.53819 -0.83972 -7.57811 0.1 0.1 0.0
C -2.73807 -2.89827 -7.73982 -0.2 0.3 0.1
C -1.31963 -1.13580 -5.32165 0.3 -0.1 0.4
H -2.38304 -1.06933 -5.44185 -0.1 0.0 -0.1
H -2.90274 -6.14939 -4.36174 0.2 -0.1 0.0
C -3.51329 -1.71674 -8.35116 0.4 -0.3 -0.3
H -3.82408 -2.79396 -5.87513 0.0 0.1 0.1
H -2.24751 -0.96328 1.29744 -0.1 -0.2 -0.2
H -2.32822 -3.80616 -3.35035 -0.1 0.0 0.1
C 1.66785 -2.87527 -0.61168 -0.1 0.0 -0.2
C 7.64809 -1.77116 -8.07445 0.0 -0.1 0.0
C 4.93925 -1.57454 -6.37953 -0.2 0.0 -0.1
C 0.76639 -1.61688 -4.63340 -0.2 0.4 -0.5
H -3.67487 5.15647 5.13417 0.0 0.0 0.0
H 6.39256 6.13649 11.04681 0.0 0.0 0.0
H -4.03268 -3.45205 -3.54637 -0.1 0.2 0.0
H -0.15098 2.33211 4.69783 0.1 0.0 0.0
C -3.32820 -5.18596 -4.63107 -0.3 0.5 0.0
H -6.27195 -3.08296 -1.03898 -0.1 0.1 0.2
C -2.20211 -1.09773 2.37948 0.0 0.4 0.3
C -0.67031 -3.17675 2.17241 0.2 0.2 0.2
C -0.60430 -1.83407 -4.36391 -0.3 0.5 -0.6
H -1.75037 -2.56268 -7.42454 0.1 0.0 0.1
O 7.19696 -2.43153 -6.90711 0.0 0.0 -0.1
H 3.63805 1.04294 -9.27693 0.0 -0.1 0.0
H -0.04737 -1.18080 2.48581 0.0 0.2 -0.1
H -1.96763 0.75786 8.25743 0.0 0.0 0.0
H -3.06550 1.61298 7.16007 0.0 -0.1 0.0
C -2.18150 0.39732 -7.71450 0.1 -0.2 -0.5
H -3.50641 -1.51743 4.01801 -0.1 0.1 0.1
H -0.91824 1.73442 3.22167 0.0 0.0 0.0
H 7.86370 -0.71630 -7.88571 0.0 0.0 0.0
H 4.57613 -2.59836 -6.49750 0.0 0.0 0.0
C -0.90447 -1.78849 2.77378 0.2 -0.4 0.0
H -0.83996 -1.87818 3.85918 -0.2 0.1 0.1
H -5.70757 -4.92603 -2.26086 -0.1 0.0 0.0
H -3.88003 3.56492 5.89086 0.0 0.0 0.0
C -2.59180 -4.57467 -5.83043 -0.6 -0.1 0.3
H 6.48810 -2.15361 -5.05430 0.0 0.0 0.0
H 6.87045 -0.66038 -5.89223 0.0 0.0 -0.1
H -5.19105 -5.41543 -0.67679 -0.1 0.0 0.1
C -4.96547 -4.72234 -1.48962 0.2 -0.1 -0.2
H -4.89819 -0.30420 2.40463 -0.1 0.1 0.0
H 2.69375 -2.52814 -0.59606 0.1 0.0 0.1
H -0.11146 -0.00763 -8.14361 0.1 -0.1 -0.1
H -5.93947 -1.36750 0.51404 -0.1 0.0 -0.1
H -2.39276 1.40516 -8.06073 0.0 0.1 0.0
C -0.71294 0.35174 -7.31181 -0.2 0.1 0.2
H -2.27662 4.09700 5.31634 0.0 -0.1 0.0
C -0.21188 -3.14268 0.73125 -0.3 -0.4 -0.1
H 4.71968 4.68351 11.96285 0.0 0.0 0.0
H 4.82669 2.28183 -8.84848 0.0 0.0 0.0
O 1.80811 4.17161 8.45522 0.0 0.1 -0.1
H -2.16963 -0.09434 2.79989 0.0 0.2 -0.1
C 2.15767 4.40207 10.89487 0.0 0.2 0.1
H -1.06064 -2.43167 -3.59622 0.2 0.0 0.1
C 4.57525 8.28183 9.61687 0.0 0.0 -0.1
C -0.63205 1.46418 4.23780 -0.1 0.1 0.0
H -4.73430 -2.54754 -1.67946 0.3 0.1 0.1
H -2.34895 -5.37562 -6.52547 0.3 0.0 -0.1
```
Forces are in eV/Å.

Values from the calculation:
total charge: +1

[2]
ORCA calculation (the ωB97M-V functional and the def2-TZVPD basis) on a molecular structure, C42H92B3F6HgN9O28S2.

The geometry in XYZ format:
```
183
Properties=species:S:1:pos:R:3:forces:R:3
H 19.96687 -2.73867 -2.76728 -0.4 0.1 0.5
O 20.56537 -13.42018 -4.63671 -0.9 -0.3 -1.7
H 19.68913 5.03936 6.39834 0.0 0.1 -0.3
O 19.89859 -6.16939 2.41764 2.5 0.2 1.4
H 19.49945 -13.39049 -6.33775 -0.2 0.1 0.0
H 12.57796 -9.28159 5.35833 2.9 -3.8 -2.0
H 29.24643 -10.26613 9.25590 -0.5 0.4 0.2
N 29.76861 -9.92768 8.46035 0.4 0.7 -0.2
H 29.18312 -10.46451 1.19307 0.2 -0.1 0.3
C 29.74710 -12.18711 7.80369 0.8 -1.5 -0.7
C 30.62866 -11.02701 8.15039 2.2 -0.2 -1.3
C 20.77556 -12.87549 -3.36904 -0.8 0.1 -0.5
F 12.59301 -16.99192 4.02148 -0.5 0.0 0.3
H 22.74450 -13.49766 -4.41190 0.5 -0.7 -1.1
H 32.10053 -1.19579 3.86358 -0.1 0.3 -0.2
H 31.76008 -10.23223 -0.19436 -0.1 0.2 -0.6
C 23.09296 -10.33902 11.96323 -0.2 0.4 -0.7
C 23.95258 -9.62859 13.02340 -0.9 -0.7 -0.2
O 11.61204 -2.95602 0.58416 0.0 0.9 -1.6
H 29.15846 -10.01870 7.66064 -0.9 1.0 0.1
C 19.17201 -3.71739 8.36423 0.6 0.8 0.4
C 29.84130 -10.65867 0.34619 0.5 0.6 -0.4
C 29.28143 -9.76827 -0.80062 0.2 -1.7 0.3
C 19.36739 0.38379 -1.84183 -0.7 0.5 0.6
H 21.12941 -1.55869 -2.21134 -0.1 0.4 0.3
H 19.68846 -11.78425 -5.59508 -0.1 0.2 0.0
H 29.21343 -8.73450 -0.46179 -0.4 -0.3 0.2
H 21.45287 -12.91765 -0.64807 -0.3 -0.4 -0.1
H 28.34580 -10.24753 -1.08874 -0.3 0.7 -0.4
H 11.31777 -3.42155 -1.36159 0.0 -0.4 -0.4
O 18.41956 -7.83253 -0.18086 1.5 1.0 2.3
H 31.37296 -1.84999 5.27202 -0.3 -0.5 0.0
F 17.66798 -13.17484 6.33433 -0.7 -0.4 0.7
H 12.48346 1.25359 0.70944 0.0 0.0 0.3
H 34.21273 -2.25639 4.34253 0.7 0.3 0.4
H 30.56962 -14.50728 2.43954 -0.2 0.1 0.2
H 13.38268 -0.66346 1.72043 0.6 -0.1 0.1
H 12.52038 -1.33354 -0.44176 0.4 -0.4 -0.2
O 33.68865 -3.29954 6.10556 -0.7 0.5 0.2
H 20.98572 -11.81668 -3.52017 0.3 0.4 0.5
C 19.48047 -12.83619 -5.39941 1.4 -0.7 0.5
H 31.16216 -10.38856 6.01132 -0.5 0.2 0.0
H 34.43833 -8.88836 7.32457 -0.1 -0.1 0.2
C 31.53829 -2.06076 4.21545 2.2 0.4 -0.1
H 12.41052 0.01926 2.78978 0.4 -0.1 0.7
C 33.88572 -9.75872 6.97075 -0.1 0.3 -0.7
O 19.08081 -0.95175 -2.15684 0.1 -0.6 0.3
H 22.75020 -10.40725 14.63170 0.5 -0.5 0.2
O 22.32650 -4.48393 8.99275 1.3 0.6 -0.7
C 11.59432 -1.57152 0.08159 1.0 -0.3 0.6
N 23.13290 -13.61611 -3.48713 -0.2 0.4 -1.6
O 12.00467 -16.05977 6.49248 3.3 0.3 -0.3
C 18.21994 2.40702 -0.66662 0.3 -0.2 -1.1
H 18.98005 0.61663 0.77881 0.1 0.1 0.9
Hg 12.51839 -4.37533 4.29987 0.1 -0.6 0.0
O 18.12977 -5.00844 10.28986 3.9 1.9 -2.2
C 16.32455 -13.24616 6.38484 0.0 0.8 -1.8
H 29.98066 -9.74473 -1.63645 -0.1 -0.3 -0.2
H 20.35264 4.06679 4.33434 0.4 -0.3 -0.2
H 31.62875 -10.65937 1.28107 0.0 0.1 0.7
O 24.06293 -9.01563 15.38972 -1.0 -0.2 -0.8
H 25.12050 -7.55459 16.12187 -0.1 0.6 0.1
H 22.58003 -12.00710 -1.52996 0.4 0.0 -0.1
H 19.72372 1.77810 5.90552 -0.3 -0.2 0.5
O 18.21981 -3.59936 7.64575 0.9 0.0 0.1
H 22.26883 -8.89446 14.20174 0.2 1.0 0.0
C 22.74990 0.68318 3.97859 -0.6 -0.1 -0.3
H 20.30737 0.42151 -1.29126 0.2 0.1 0.4
B 12.25827 -8.25805 5.47844 -0.9 0.6 0.2
O 21.94196 -2.37184 9.88721 0.9 0.6 0.5
H 30.68683 -12.42470 -0.60220 0.3 0.2 -0.4
C 23.19561 -6.42411 2.10687 4.2 0.4 1.1
H 23.36935 -7.23884 16.22423 -0.2 0.0 0.1
O 16.15455 -15.91594 5.80358 -1.1 2.0 1.9
H 22.09402 -9.91465 11.86257 0.1 0.4 -0.1
H 34.00518 -9.77938 5.88751 -0.1 0.1 -0.4
H 19.21221 2.70499 -0.32791 -0.2 0.1 0.8
S 15.65487 -14.97813 6.85762 5.3 -0.3 -1.1
H 34.37474 -10.67494 7.30164 -0.2 -0.2 0.6
H 20.21759 3.77736 7.39000 0.1 -0.7 -0.3
H 29.16574 -14.39049 1.36265 -0.2 0.2 0.1
H 34.55944 -2.52249 7.84692 -0.3 -0.5 -0.1
H 24.85535 -11.22249 13.74917 -0.3 -1.0 -0.5
N 31.16546 -10.06856 0.60548 0.2 -0.6 0.8
C 23.47083 -3.77332 8.94299 3.7 -2.5 -1.2
C 34.73098 -2.66489 6.77996 0.5 0.4 -0.5
N 18.16419 0.20956 0.34433 0.4 0.6 -0.3
C 11.91342 -3.82493 -0.54270 -0.4 0.9 0.0
N 14.17648 -14.60989 6.81101 -3.2 -3.2 -1.3
H 10.84756 1.12547 0.09162 -0.1 0.2 -0.2
C 32.47933 -3.31472 4.00262 -0.3 1.5 0.7
O 17.76063 -5.93633 1.92697 -1.0 0.4 0.1
H 13.09446 -7.65582 5.79836 4.2 1.6 3.0
O 16.12682 -15.23139 8.19465 0.2 0.2 -0.3
C 29.94982 -12.20601 0.17052 1.2 0.7 -0.2
N 12.51477 -0.80601 2.21693 0.5 -0.6 0.6
H 11.01703 1.36116 1.80834 0.4 0.3 0.0
C 30.22697 -14.16316 1.46370 0.2 -0.5 0.8
H 17.36940 2.64865 -0.02921 0.5 0.2 0.3
H 31.27705 -11.27560 8.99057 0.0 0.1 0.2
H 17.24363 0.70424 -1.46143 0.0 -0.2 -0.3
C 23.19293 -9.45834 14.32895 -0.4 -0.3 0.4
H 32.34326 -11.47189 6.63874 -0.4 -0.8 0.3
O 21.82860 1.77781 4.02411 0.6 -0.4 -0.9
H 29.08973 -12.57601 8.58132 0.0 0.6 0.3
C 13.77007 -16.71168 4.55367 0.6 -0.4 0.6
O 24.28636 -5.85959 1.98794 -2.3 -1.3 0.3
F 15.91763 -12.84959 5.12734 0.1 -1.0 1.0
N 31.70323 -4.40355 4.48191 -0.7 -1.2 -0.6
H 29.06787 -12.70842 -0.22680 -0.6 0.0 0.8
C 24.17088 -7.61860 15.59063 0.4 -0.3 0.4
H 19.53635 1.00489 -2.72148 -0.3 0.1 -0.5
C 22.91252 -7.65777 3.11395 0.3 1.4 -0.8
O 13.95372 -17.36025 7.27541 0.1 2.3 -1.5
O 24.08044 -1.56307 9.77373 -0.6 -0.4 0.1
H 12.96363 -3.79143 -0.83260 0.2 0.2 0.2
H 25.54001 -9.96145 14.06265 1.0 0.6 0.0
H 34.86408 -1.67227 6.34974 0.2 0.3 0.0
H 31.92296 -5.17588 3.86926 0.1 -0.8 0.3
C 22.26654 -13.03767 -1.36336 -0.8 -0.2 -0.1
H 23.06239 -13.59625 -0.87071 0.0 0.0 -0.2
C 20.16650 -1.66863 -2.71015 -0.3 -0.2 -1.0
H 10.55667 -0.94134 1.72140 -0.4 0.4 0.1
N 25.16426 -10.40785 13.23824 0.2 0.2 0.8
C 18.18698 0.90995 -0.95558 0.4 -0.6 -0.2
B 21.02505 -6.99064 1.90680 0.4 -0.7 0.4
H 22.88357 -11.40552 12.04595 0.4 -0.2 1.0
O 20.38462 -3.10684 8.29873 -1.8 -1.2 -1.1
O 24.57511 -4.18258 8.51966 -3.8 1.3 1.3
H 23.52575 -12.69001 -3.39703 0.4 0.3 0.6
H 22.61765 0.17541 3.02319 -0.1 0.3 -0.1
H 18.44744 -0.75375 0.23519 -0.3 -0.4 -0.3
C 20.50331 3.43691 5.21107 0.6 -1.7 1.6
F 15.83826 -12.31154 7.19713 0.3 -0.4 0.5
H 20.25082 -1.37958 -3.75774 0.4 0.3 -0.2
H 29.12945 -11.94118 6.93991 0.0 -0.2 -0.1
O 23.77118 -8.08972 3.83423 -1.6 -0.3 -0.6
F 14.33076 -15.80194 3.79650 0.2 0.7 0.1
C 23.24980 -2.41328 9.60158 -0.5 0.3 -0.2
S 13.49240 -16.21858 6.46295 -4.5 -0.7 1.0
H 21.40771 4.78209 6.62951 0.2 0.3 0.0
H 21.60694 -14.70327 -2.68838 -0.2 0.0 0.3
C 11.48375 0.88818 0.94430 -1.3 -0.8 -1.1
C 33.85207 -3.21827 4.70696 -1.3 0.0 0.0
C 11.48023 -0.62850 1.23430 -0.6 0.3 0.7
H 21.75997 1.79086 6.04476 -0.4 0.0 0.4
B 21.28993 -3.56695 9.37011 -1.6 0.3 0.8
C 20.46141 4.27187 6.44973 1.0 1.9 1.0
H 22.49499 -0.07962 4.71429 0.2 0.2 0.4
H 18.52320 -12.95859 -4.89270 0.0 0.0 0.1
H 34.54158 -4.01898 4.43951 0.0 -0.1 -0.6
C 21.89537 -13.65374 -2.74656 0.6 0.7 2.7
H 35.64773 -3.22810 6.60544 0.4 0.0 0.3
O 32.53665 -9.60805 7.33465 0.0 0.1 0.6
C 18.83507 -6.41864 1.77208 -1.3 -0.3 -0.6
C 19.19247 -7.43632 0.71173 -3.3 -1.7 -4.3
F 14.50660 -17.82051 4.51404 -0.1 0.1 0.2
H 10.81012 -1.26281 -0.60967 -0.5 -0.9 -0.2
H 18.11578 2.98357 -1.58577 -0.3 -0.1 -0.2
H 23.79520 0.98629 4.03834 0.0 0.2 0.3
O 20.42499 -7.77756 0.77802 1.6 0.5 1.1
H 30.39844 -13.03081 7.57557 -0.1 -0.4 -0.5
H 11.88037 -7.86610 4.54686 -3.0 0.4 -4.3
H 24.23932 -8.62320 12.71509 0.0 0.0 -0.5
H 30.78242 -4.14519 4.15715 -0.6 -0.5 0.4
O 21.60006 -7.94406 2.93069 1.0 0.6 -0.1
H 19.02903 2.20729 4.57160 -0.2 -0.1 -0.3
H 24.21592 -7.00507 14.69083 0.0 -0.2 -0.3
H 11.65672 -4.87369 -0.39336 -0.2 0.2 0.6
O 22.12970 -6.11287 1.47335 -2.0 -0.3 -0.6
C 21.79910 2.49282 5.21180 -1.2 1.7 0.1
H 30.75252 -14.82406 0.77441 0.3 0.4 -0.6
H 11.48437 -8.22645 6.22965 -3.2 1.9 2.9
C 19.12196 -4.45922 9.74984 -0.8 -0.7 3.0
H 23.58811 -10.31269 10.99253 0.0 0.5 0.0
H 22.64382 3.14582 5.43121 0.7 0.0 -0.5
H 32.69867 -3.40383 2.93864 0.1 0.2 -0.4
H 30.60881 -2.08864 3.64678 0.1 -0.4 0.1
N 19.34784 2.59608 5.44756 -1.0 -1.0 -1.3
O 20.34049 -4.19175 10.34662 -2.1 -1.0 -0.9
O 30.51786 -12.78772 1.38664 -1.3 0.3 -1.2
H 19.83491 -12.97148 -2.82676 0.0 0.1 0.6
C 31.67890 -10.65909 6.93213 -0.6 -0.2 1.3
```
Forces are in eV/Å.

Values from the calculation:
total charge: -2

no.,HOMO-LUMO gap (Eh)
1,0.251
2,0.051